20
Properties=species:S:1:pos:R:3:forces:R:3:nbo_charge:R:1 method="wB97M-V/def2-TZVPD" energy_ev=-9377.9662 e_above_lowest_ev=3.618 charge=+1 gap_ev=10.279 lumo_ev=-3.24 mol_weight_g_mol=105.161
C 0.792 -2.573 0.849 0.527 -1.474 0.641 -0.6167
C 0.641 -1.126 1.424 -0.524 -1.006 -0.958 -0.4625
C 0.637 0.121 0.520 -0.600 -1.400 -1.320 0.2280
C 0.346 0.029 -0.820 -0.655 1.983 2.177 -0.1430
N -0.026 1.379 -1.340 -0.221 -1.307 1.300 -0.7001
N 1.208 1.353 1.101 0.379 -2.064 2.014 -0.8807
H 1.241 -2.402 -0.095 0.633 -0.589 -1.200 0.2053
H 1.508 -3.316 1.455 -1.553 2.080 -1.097 0.2484
H -0.164 -3.174 0.682 1.083 1.236 0.346 0.2274
H -0.248 -1.276 2.009 -0.652 1.183 0.510 0.2515
H 1.431 -0.913 2.067 1.380 -0.148 1.545 0.2050
H -0.049 -0.694 -1.531 0.399 -0.570 0.923 0.2466
H -1.041 1.338 -1.379 -0.839 -0.122 -1.003 0.4639
H 0.375 1.533 -2.234 0.507 1.070 -0.879 0.4363
H 0.083 2.042 -0.581 1.293 0.686 -0.458 0.4407
H 0.690 2.094 1.638 -0.249 -1.279 -1.038 0.4101
H 1.750 0.878 1.901 -0.549 1.581 -1.487 0.4006
H -2.986 2.320 -1.680 0.901 -1.072 -0.454 0.4957
H -3.565 0.962 -2.040 3.147 0.825 0.160 0.5222
O -2.624 1.425 -1.948 -4.407 0.386 0.277 -0.9786


20
Properties=species:S:1:pos:R:3:forces:R:3:nbo_charge:R:1 method="wB97M-V/def2-TZVPD" energy_ev=-9379.4884 e_above_lowest_ev=2.095 charge=+1 gap_ev=11.330 lumo_ev=-2.97 mol_weight_g_mol=105.161
C -0.929 1.771 0.162 2.302 -0.011 2.004 -0.6989
C -1.233 -1.931 0.462 1.026 -1.643 -2.587 -0.4447
C 2.849 0.294 -0.063 -0.925 -0.850 -3.092 -0.2472
C -1.084 0.363 -0.192 -0.479 -0.051 -2.535 0.6136
N -1.200 0.101 -1.512 0.851 1.403 -0.865 -0.7464
N -1.268 -0.543 0.744 -0.345 1.430 0.326 -0.5336
O 1.510 0.436 0.378 -0.406 -0.187 2.139 -0.7562
H -0.124 1.750 0.967 -1.183 0.332 -0.772 0.2786
H -0.483 2.450 -0.577 -0.856 -0.412 -0.049 0.2693
H -1.854 2.013 0.626 -0.830 1.146 0.165 0.2586
H -1.763 -2.305 -0.488 0.653 1.179 1.287 0.2278
H -0.173 -2.218 0.386 -0.198 -0.126 -0.320 0.2148
H -1.608 -2.552 1.202 -1.004 -0.616 1.767 0.2468
H 2.680 0.526 -1.167 1.115 -0.089 1.318 0.1843
H 3.098 -0.743 -0.010 0.365 -0.887 -0.109 0.1720
H 3.691 0.807 0.358 -0.239 1.078 0.657 0.1957
H -1.055 0.861 -2.256 -0.254 -1.329 2.167 0.4412
H -1.132 -0.801 -1.944 -0.190 -0.543 0.395 0.4209
H 1.354 -0.081 1.206 0.557 0.673 -0.901 0.4675
H -1.274 -0.196 1.719 0.039 -0.496 -0.998 0.4360


20
Properties=species:S:1:pos:R:3:forces:R:3:nbo_charge:R:1 method="wB97M-V/def2-TZVPD" energy_ev=-9379.3679 e_above_lowest_ev=2.216 charge=+1 gap_ev=8.613 lumo_ev=-3.50 mol_weight_g_mol=105.161
C 1.869 -0.033 -0.194 -0.657 0.441 -0.680 -0.2190
C 0.898 -0.562 -1.274 -0.238 -0.291 0.550 -0.4497
C -0.490 0.059 -1.227 0.334 -1.130 -0.556 -0.4551
C -1.520 -0.566 -0.625 -0.835 0.759 0.117 0.0989
N -2.835 -0.232 -0.824 0.124 -0.493 0.353 -0.7846
N 1.412 1.355 0.193 -1.070 -0.368 0.299 -0.6950
H 1.811 -0.638 0.707 0.328 0.035 -0.016 0.2328
H 2.851 0.088 -0.632 0.379 -0.258 0.475 0.2317
H 0.851 -1.644 -1.136 -0.078 0.056 0.079 0.2433
H 1.327 -0.451 -2.261 0.121 0.314 -0.198 0.2348
H -0.724 0.740 -2.034 -0.079 0.322 0.033 0.2182
H -1.417 -1.319 0.147 0.490 -0.084 0.013 0.2040
H -3.161 -0.024 -1.754 0.065 0.234 0.063 0.4013
H -3.490 -0.741 -0.250 -0.089 0.096 -0.278 0.3978
H 1.802 1.685 1.071 0.567 0.434 -0.333 0.4325
H 0.378 1.318 0.338 0.160 -0.356 -0.289 0.4591
H 1.501 1.997 -0.593 0.473 0.322 0.230 0.4445
H 0.879 -0.705 3.638 -0.283 0.021 -0.063 0.4879
H 0.846 0.415 2.614 -0.241 -0.161 0.439 0.4338
O 0.296 -0.290 2.983 0.528 0.107 -0.240 -0.9170


20
Properties=species:S:1:pos:R:3:forces:R:3:nbo_charge:R:1 method="wB97M-V/def2-TZVPD" energy_ev=-9379.3604 e_above_lowest_ev=2.223 charge=+1 gap_ev=11.374 lumo_ev=-3.03 mol_weight_g_mol=105.161
C 2.756 -0.175 -0.911 -0.247 0.774 -1.649 -0.6307
C -1.251 1.644 0.747 0.013 -1.780 -1.093 -0.6957
C 1.452 -0.706 -0.422 0.024 -1.754 -1.549 -0.2486
C -0.445 0.380 0.617 -1.505 1.485 1.921 0.7794
N -1.954 -1.270 -0.007 2.078 -0.214 -2.190 -1.0626
N 0.397 0.308 -0.334 0.969 -1.155 -3.265 -0.5290
O -0.314 -0.290 1.737 1.449 -0.738 -0.824 -0.6178
H 2.855 0.120 -1.955 -0.783 -0.645 -0.575 0.2253
H 2.925 0.777 -0.522 0.701 1.397 1.604 0.2198
H 3.571 -0.834 -0.770 0.719 -0.705 0.639 0.2472
H -0.681 2.310 1.302 1.301 1.149 1.534 0.2571
H -2.184 1.483 1.248 -0.707 0.025 -0.248 0.2533
H -1.234 2.116 -0.201 -1.015 0.490 -1.012 0.2444
H 1.578 -1.111 0.523 0.313 -0.137 2.237 0.2291
H 1.245 -1.696 -0.943 -0.762 1.530 -0.203 0.2214
H -1.980 -1.185 -1.051 -0.897 -0.167 1.495 0.3875
H -2.811 -1.247 0.488 -1.070 -0.275 -0.051 0.3974
H 0.085 0.745 -1.226 0.670 -0.214 1.053 0.4289
H -1.419 -2.133 0.167 -0.654 0.525 0.241 0.3899
H -0.619 0.332 2.367 -0.601 0.408 1.936 0.5034


20
Properties=species:S:1:pos:R:3:forces:R:3:nbo_charge:R:1 method="wB97M-V/def2-TZVPD" energy_ev=-9368.2763 e_above_lowest_ev=0.725 spin_multiplicity=2 charge=+2 s2=0.765 gap_ev="11.218 / 8.315" lumo_ev="-7.53 / -11.20" mol_weight_g_mol=105.161
C 0.940 1.306 0.608 -0.399 -1.830 2.450 -0.2298
C -0.189 0.289 1.102 2.176 -0.371 -1.244 -0.4796
C 0.219 -1.149 0.857 -0.167 0.290 1.238 -0.0258
C -0.698 -2.011 0.277 -0.189 -0.641 -0.791 0.0980
N -0.635 -3.351 0.312 -0.695 2.204 0.994 -0.5305
N 1.278 0.973 -0.793 -1.240 -0.036 -1.046 -0.7039
H 0.504 2.260 0.848 0.059 0.774 -1.210 0.2770
H 1.776 1.236 1.311 0.273 -0.276 -0.647 0.2515
H -1.122 0.532 0.592 -0.147 0.006 0.488 0.2478
H -0.163 0.397 2.185 -0.650 0.233 0.161 0.3026
H 1.081 -1.574 1.371 0.129 0.262 -0.137 0.2399
H -1.479 -1.460 -0.251 -0.398 -0.989 -0.060 0.2383
H 0.003 -3.720 1.015 0.072 -0.532 -0.370 0.4376
H -1.513 -3.847 0.161 0.364 -0.337 -0.388 0.4580
H 2.137 1.306 -1.239 -0.138 0.671 0.365 0.4714
H 0.416 1.272 -1.308 0.480 0.980 -0.569 0.4845
H 1.257 -0.024 -1.024 0.415 -0.182 0.729 0.4250
H -1.758 1.995 -2.218 0.031 -0.643 0.268 0.5027
H -1.058 3.235 -2.082 0.724 0.294 0.456 0.5182
O -0.997 2.335 -1.722 -0.701 0.122 -0.688 -0.9830


21
Properties=species:S:1:pos:R:3:forces:R:3:nbo_charge:R:1 method="wB97M-V/def2-TZVPD" energy_ev=-11431.9645 e_above_lowest_ev=2.772 charge=-1 gap_ev=7.330 lumo_ev=3.75 mol_weight_g_mol=121.160
C 0.532 -1.878 -0.625 -3.272 1.939 -4.277 -0.2084
N -0.997 -1.860 -0.927 0.862 -1.448 3.048 -0.8560
C 1.172 -0.563 -0.109 -0.944 -3.103 2.237 -0.0730
C 2.473 -0.575 -0.962 0.289 1.043 0.637 -0.6261
N 0.151 0.472 -0.232 0.198 -3.555 0.604 -0.7148
C -0.945 0.842 0.891 -0.078 1.117 -5.465 0.1721
O -0.770 2.123 0.921 -0.392 2.251 1.506 -0.9001
H 0.942 -2.025 -1.665 -0.497 -0.204 0.774 0.1512
H 0.678 -2.766 -0.139 0.763 -2.015 1.812 0.1731
H -1.564 -1.477 -0.129 1.127 -0.665 -0.646 0.3495
H -1.205 -1.196 -1.601 0.114 1.613 -1.673 0.3518
H 1.356 -0.963 0.978 0.281 1.658 -1.008 0.1298
H 2.833 -1.669 -1.054 0.058 2.081 0.496 0.2083
H 3.244 0.270 -0.779 -0.911 -1.740 0.155 0.2019
H 2.043 -0.335 -1.913 0.099 0.127 -1.078 0.2016
H 0.582 1.301 -0.449 0.778 2.681 0.001 0.3645
H -1.955 0.634 0.337 0.944 -0.638 0.765 0.0599
H -0.926 0.316 1.792 0.748 -1.598 1.758 0.1044
H -2.935 3.699 1.695 -1.373 3.072 -2.236 0.4334
H -2.018 2.604 1.702 1.338 -0.443 -0.141 0.4904
O -2.692 3.050 2.269 -0.131 -2.171 2.730 -1.0135


21
Properties=species:S:1:pos:R:3:forces:R:3:nbo_charge:R:1 method="wB97M-V/def2-TZVPD" energy_ev=-11433.7625 e_above_lowest_ev=0.974 charge=-1 gap_ev=7.235 lumo_ev=3.82 mol_weight_g_mol=121.160
C 0.033 0.684 1.080 1.038 1.041 1.003 -0.2262
N 1.096 -0.136 0.502 -0.909 -0.183 -0.144 -0.6806
C 0.826 -1.581 0.758 1.346 -1.457 0.069 0.1250
O 0.167 -2.154 -0.272 -0.168 0.160 0.112 -0.9360
C -0.327 1.969 0.312 -0.252 -1.403 0.648 -0.2231
N -0.864 1.708 -1.003 -0.028 0.819 -1.239 -0.6625
C 0.079 1.971 -2.112 -0.861 -0.652 1.251 -0.4037
H -0.879 0.143 1.346 -0.155 -0.285 -0.371 0.1676
H 0.448 1.045 2.042 -0.385 -0.085 -0.021 0.1607
H 0.935 -0.166 -0.504 0.117 0.165 -0.011 0.3548
H 1.824 -2.084 0.960 -0.144 0.442 -0.481 0.0793
H 0.372 -1.766 1.756 -0.544 0.737 0.059 0.0860
H -1.066 2.475 0.940 -0.129 0.175 -0.050 0.1695
H 0.544 2.623 0.282 0.096 -0.001 -0.385 0.1798
H -1.317 0.808 -1.146 0.393 0.090 0.593 0.3742
H -0.471 1.794 -3.031 0.239 0.170 -0.297 0.1888
H 0.394 3.004 -2.007 0.169 0.153 -0.370 0.1769
H 0.934 1.298 -2.033 0.319 0.138 -0.380 0.1749
H -0.386 -3.477 0.203 -0.345 -0.064 0.169 0.5071
H -1.465 -3.866 1.287 0.380 -0.240 -0.452 0.4349
O -0.877 -4.292 0.640 -0.177 0.281 0.296 -1.0475


21
Properties=species:S:1:pos:R:3:forces:R:3:nbo_charge:R:1 method="wB97M-V/def2-TZVPD" energy_ev=-11433.8345 e_above_lowest_ev=0.902 charge=-1 gap_ev=6.871 lumo_ev=3.44 mol_weight_g_mol=121.160
C -0.215 -0.864 -0.471 0.324 -0.254 0.928 -0.2435
N 0.670 -0.691 0.680 -0.124 -0.157 0.661 -0.6815
C 2.023 -1.267 0.502 -0.152 0.140 -1.374 0.1135
O 2.673 -0.871 -0.634 0.023 -0.019 0.533 -0.9379
C -1.634 -0.411 -0.091 0.134 0.362 -0.948 -0.2252
N -1.980 0.875 -0.728 -0.093 0.719 0.858 -0.6238
C -3.194 1.487 -0.122 0.584 -1.012 -0.312 -0.4206
H 0.211 -0.375 -1.350 -0.385 0.018 -0.262 0.2005
H -0.216 -1.946 -0.639 -0.007 0.047 -0.276 0.1832
H 0.787 0.279 0.953 -0.093 0.154 -0.368 0.3322
H 2.564 -0.966 1.414 0.021 -0.335 0.203 0.1173
H 1.836 -2.363 0.457 0.139 -0.006 0.453 0.0865
H -2.411 -1.107 -0.427 0.181 -0.189 0.123 0.1683
H -1.651 -0.355 1.001 -0.188 -0.005 0.122 0.1717
H -1.213 1.519 -0.563 0.105 -0.164 -0.099 0.3444
H -4.008 1.313 -0.824 -0.307 0.362 0.193 0.1806
H -3.437 0.990 0.824 -0.099 0.028 0.029 0.1705
H -3.056 2.541 0.113 -0.063 0.131 -0.327 0.1868
H 3.755 -0.021 -0.114 -0.072 0.367 -0.151 0.5007
H 4.099 1.500 -0.239 -0.029 0.036 -0.026 0.4345
O 4.396 0.736 0.259 0.101 -0.225 0.043 -1.0583